15
Properties=species:S:1:pos:R:3:nbo_charge:R:1 method="wB97M-V/def2-TZVPD" gap_ev=5.4 energy_ha=-362.26115 total_charge=-1 homo_energy_ev=-3.44 e_above_lowest_kcal_mol=165.08
C -1.52466 -0.34700 -0.12400 0.29
N -0.34249 -0.24351 -1.29717 -0.22
C -1.53968 1.07382 0.65044 -0.64
C 0.90997 -0.84274 -0.97229 -0.35
C 1.95855 0.12939 0.26191 0.10
O 3.28705 -0.07382 0.12801 -0.67
O -2.76201 -0.63844 -0.36245 -0.85
H -1.04048 -1.19262 0.45937 0.05
H -0.62888 1.15291 1.28945 0.16
H -2.39221 1.11081 1.21798 0.21
H -1.50838 1.87311 -0.07491 0.20
H 1.75433 -0.76614 -1.75723 0.21
H 0.97702 -1.95213 -0.68464 0.21
H 1.35390 1.07665 0.12157 0.16
H 1.49795 -0.36027 1.14396 0.15